Below is a molecular structure, C39H43As2ClSi2V, with properties calculated with ωB97M-V with the def2-TZVPD basis set.

Positions of all 88 atoms, in Å:
C 4.44234 0.51688 -1.96977
C 3.74245 -0.65299 -1.57424
C 2.48532 -0.64948 -2.23726
H 4.08267 -1.38802 -0.85899
C 2.40352 0.51890 -3.04741
C 3.62892 1.21313 -2.90922
H 3.86064 2.14221 -3.40431
H 5.42556 0.80501 -1.63582
H 1.70344 -1.38642 -2.15293
H 1.55617 0.83689 -3.63940
V 2.69240 1.02959 -1.11274
Si -0.18679 -0.01167 0.04797
C 0.18919 -1.62494 0.90062
C -0.71679 -1.97625 1.91613
H -1.47703 -1.26691 2.24119
C -0.68890 -3.23968 2.49747
H -1.44593 -3.50066 3.22954
C 0.28920 -4.16984 2.15758
H 0.30768 -5.15690 2.63216
C 1.26869 -3.78587 1.23840
H 2.08328 -4.47724 1.02978
C 1.23121 -2.53780 0.61009
H 2.01942 -2.29122 -0.10645
C -0.96562 -0.30037 -1.62780
C -1.17902 -1.58098 -2.18533
H -0.94748 -2.48307 -1.61287
C -1.66095 -1.71790 -3.49311
H -1.80674 -2.71265 -3.91406
C -1.92425 -0.60266 -4.28809
H -2.27505 -0.71620 -5.31857
C -1.67392 0.66772 -3.76156
H -1.82620 1.54184 -4.38885
C -1.19812 0.81873 -2.46072
H -0.97859 1.82383 -2.09165
H -0.68791 1.15907 0.86042
Si -4.90888 -1.38161 1.07537
C -5.55133 -1.59404 -0.66485
C -6.16105 -2.76334 -1.16277
H -6.34740 -3.61840 -0.50615
C -6.54758 -2.83681 -2.50616
H -6.97231 -3.75820 -2.90004
C -6.39449 -1.73501 -3.35111
H -6.67241 -1.79849 -4.40458
C -5.89554 -0.54077 -2.82732
H -5.79846 0.33667 -3.46228
C -5.52055 -0.45723 -1.48561
H -5.20603 0.50343 -1.07135
C -4.60039 -3.11275 1.72046
C -3.64266 -3.91391 1.09092
H -3.05270 -3.51242 0.26247
C -3.43406 -5.22770 1.51920
H -2.64779 -5.81706 1.05538
C -4.21488 -5.77874 2.53596
H -4.04897 -6.80648 2.85946
C -5.20944 -4.99923 3.13157
H -5.82845 -5.42881 3.91795
C -5.41390 -3.67778 2.72402
H -6.21736 -3.08043 3.16555
H -5.92438 -0.71190 1.93442
Cl -3.40950 0.03766 1.16017
C 2.81379 0.53369 2.49693
As 2.21586 2.47622 2.09722
C 3.14113 3.13691 3.68914
C 2.51844 4.44288 1.31487
C 1.84876 5.54759 1.81898
C 2.18247 6.82476 1.33987
C 3.20360 6.97611 0.39921
C 3.88972 5.85928 -0.08283
C 3.55867 4.59294 0.39973
As 4.56749 2.99680 -0.15552
C 5.95434 3.71026 -1.35521
C 5.78033 2.70893 1.35726
H 1.97391 -0.13893 2.28705
H 3.69023 0.27865 1.88750
H 3.04897 0.49310 3.56315
H 4.15235 3.45071 3.40462
H 2.57362 3.99151 4.07517
H 3.16618 2.32896 4.42416
H 1.10349 5.45698 2.60705
H 1.65507 7.71163 1.70257
H 3.48449 7.96193 0.03165
H 4.69151 5.99024 -0.80264
H 6.90723 3.23976 -1.11106
H 5.67239 3.47570 -2.38416
H 6.03087 4.79568 -1.23775
H 6.68025 2.22710 0.95277
H 5.30301 2.07316 2.10780
H 6.03954 3.68673 1.79160

The value obtained for the HOMO energy (spin up / spin down) is -9.591 / -9.500 eV. The spin multiplicity is 3. The expectation value of S² is 2.09. Its orbital gap (spin up / spin down) is 5.61 / 5.39 eV. The value obtained for the total energy is -7966.24560 Eh. The total charge is +1.